C28H19N4O5TeV as an isolated structure, computed with wB97M-V/def2-TZVPD.

Each line ends with the Löwdin charge.
Positions of all 58 atoms, in Å:
O  1.203  1.644  0.899  -0.1507
C  0.520  -8.744  4.069  -0.0151
C  0.465  -2.581  1.591  -0.1604
Te  3.162  -0.918  -0.686  0.9134
C  0.675  -9.498  1.807  -0.0284
C  4.532  0.465  0.105  -0.6527
C  0.509  -7.036  2.287  -0.2775
C  0.675  -11.094  3.597  -0.2845
C  5.251  2.058  1.775  -0.1016
C  0.528  -3.507  2.654  -0.0874
H  3.351  1.076  1.792  0.0740
C  0.574  -10.058  4.518  -0.0128
H  0.612  0.280  3.199  0.1188
H  0.737  -9.306  0.742  0.1048
H  0.261  -7.268  0.191  0.1430
O  -0.766  2.557  1.551  0.0635
C  -0.212  -3.638  -2.383  -0.0536
N  0.531  -1.234  1.812  -0.0097
H  0.815  -11.626  1.531  0.1182
V  0.689  -0.134  0.079  0.6043
H  5.037  2.611  2.683  0.0959
C  -0.035  -4.670  -1.455  -0.0178
C  0.613  -3.039  3.947  -0.0115
H  -0.236  -1.486  -2.628  0.1207
H  0.664  -3.739  4.771  0.1089
H  0.675  -1.242  5.160  0.1003
C  4.296  1.182  1.278  -0.1485
C  0.726  -10.809  2.235  -0.0033
C  0.491  -4.903  2.271  -0.1581
C  6.463  2.233  1.120  -0.1231
H  -0.406  -3.847  -3.425  0.1001
H  1.555  -12.298  5.834  0.0944
C  0.356  -5.281  0.964  -0.1212
H  7.645  1.652  -0.576  0.0900
C  0.205  -4.358  -0.134  -0.0823
H  0.442  -7.933  4.781  0.1138
O  0.073  0.941  -1.535  -0.1380
C  0.581  -0.797  3.089  -0.0944
C  6.707  1.524  -0.047  -0.1201
C  0.273  -2.994  0.238  -0.1735
O  0.731  -12.414  3.931  -0.0863
C  0.706  -12.741  5.307  -0.0889
H  7.205  2.918  1.513  0.0875
H  0.535  -10.253  5.579  0.1008
H  -0.225  -12.411  5.776  0.0938
C  0.567  -8.445  2.716  -0.1538
N  0.574  -6.008  3.095  0.1886
N  0.359  -6.659  0.981  0.1771
H  5.953  0.116  -1.470  0.0752
H  0.772  -13.824  5.362  0.0897
O  -1.957  1.633  -0.811  0.0612
C  -0.127  -2.330  -1.958  -0.1123
C  -0.767  1.455  -0.691  -0.6068
N  0.123  -2.002  -0.683  -0.0347
H  -0.096  -5.702  -1.783  0.1048
C  5.749  0.652  -0.550  -0.1860
C  0.622  -1.653  4.161  -0.0538
C  -0.052  1.959  0.783  -0.5937

Its LUMO energy (alpha / beta) is 1.8 / 1.8 eV. The relative energy (zero: lowest compared OMol25 entry of this formula, charge and spin) is 25.5 kcal per mole. For the HOMO energy (alpha / beta), the calculation gives -3.21 / -4.21 eV. The calculation puts the total energy at -2885.854686 a.u. As for the total charge: -1. Its spin multiplicity is 4.